# 1
DFT (ωB97M-V with the def2-TZVPD basis set) results for C26H42F3NO11S2 in the gas phase at a distorted geometry.

Each line ends with the Löwdin charge.
Cartesian coordinates (Å):
C1 -5.4043 -1.6894 -4.9779  -0.1035
C2 -4.0930 -1.7948 -4.1792  -0.2483
C3 -2.9174 -0.9852 -4.7878  -0.2023
C4 -2.3898 0.1561 -3.8977  -0.1970
C5 -1.1856 -0.2373 -3.0176  -0.1671
C6 -1.5994 -0.7333 -1.6072  -0.1293
C7 -1.0695 0.1172 -0.4454  -0.2070
C8 -2.2002 0.2241 0.5914  -0.3579
N1 -2.8669 -1.0263 0.9123  0.0956
O1 -1.7770 0.8088 1.8439  -0.1816
S1 -0.5955 1.8629 1.7949  0.7026
O2 -0.2280 2.0536 3.1611  -0.2184
O3 -1.0642 2.9745 1.0177  -0.2273
C9 0.8070 1.0925 0.9040  -0.3248
C10 1.3888 2.0571 -0.1515  -0.1342
C11 1.4516 3.5929 0.0059  -0.1346
C12 1.5229 4.2860 1.3620  -0.1574
O4 2.8651 4.8214 1.5013  -0.0396
C13 2.9789 5.9055 2.2975  -0.5536
C14 4.1813 6.7565 1.9743  0.0258
O5 2.2100 6.1578 3.1790  0.1181
C15 1.8908 0.6739 1.9292  -0.1298
C16 2.9505 1.6684 2.4394  -0.0660
C17 2.6819 2.3022 3.7731  -0.2176
F1 2.9486 3.6160 3.8870  0.0915
C18 2.2035 1.6906 4.8352  -0.3384
F2 1.6513 2.2732 5.8689  0.1739
F3 2.1917 0.3707 4.9669  0.1354
C19 0.3121 -0.2752 0.1957  -0.2707
C20 0.0553 -1.4094 1.2236  -0.0991
C21 1.2011 -2.3322 1.7114  -0.1859
C22 0.9611 -3.8216 1.4090  -0.2034
S2 -0.0051 -4.7309 2.6117  0.5973
O6 -1.2383 -5.1046 1.9960  -0.2731
O7 0.8347 -5.7224 3.2129  -0.2777
O8 -0.3969 -3.6746 3.7401  -0.1556
C23 1.3430 -0.6731 -0.8955  -0.0033
C24 1.5015 -2.1223 -1.3246  -0.4225
O9 2.3923 -2.8110 -0.9227  0.1481
O10 0.6533 -2.5449 -2.3059  0.0585
C25 0.3767 -3.9293 -2.4048  -0.4535
C26 -1.0170 -4.2807 -1.9794  0.0417
O11 1.1680 -4.6764 -2.8635  0.1916
H1 -6.2630 -1.5973 -4.3124  0.0655
H2 -5.3969 -0.8053 -5.6185  0.0661
H3 -5.5417 -2.5631 -5.6150  0.0691
H4 -3.7940 -2.8420 -4.0985  0.0916
H5 -4.2581 -1.4175 -3.1665  0.0864
H6 -3.2083 -0.5832 -5.7615  0.0998
H7 -2.0951 -1.6777 -4.9962  0.0998
H8 -2.0927 0.9760 -4.5575  0.1054
H9 -3.2090 0.5376 -3.2792  0.1087
H10 -0.6370 -1.0102 -3.5531  0.0969
H11 -0.5690 0.6596 -2.9098  0.1016
H12 -2.6892 -0.6278 -1.5828  0.0979
H13 -1.4275 -1.7955 -1.4578  0.0842
H14 -0.9663 1.1179 -0.8752  0.1302
H15 -2.9406 0.9132 0.1701  0.1586
H16 -3.8328 -0.9966 0.6179  0.0909
H17 -2.8524 -1.1828 1.9131  0.0994
H18 0.8578 1.9024 -1.0919  0.1063
H19 2.4016 1.6929 -0.3425  0.1237
H20 0.6058 4.0199 -0.5320  0.1091
H21 2.3264 3.9292 -0.5572  0.1242
H22 1.3029 3.6722 2.2339  0.0896
H23 0.8295 5.1256 1.3928  0.1366
H24 4.9011 6.6362 2.7864  0.0918
H25 4.6607 6.4474 1.0489  0.0795
H26 3.8511 7.7920 1.9341  0.0898
H27 2.4527 -0.1045 1.4165  0.1050
H28 1.4397 0.1844 2.7886  0.1062
H29 3.8623 1.0721 2.5776  0.1343
H30 3.2468 2.4361 1.7230  0.1170
H31 -0.4258 -1.0095 2.1130  0.1175
H32 -0.7044 -2.0564 0.7753  0.1107
H33 1.2769 -2.2242 2.7946  0.1030
H34 2.1888 -2.0894 1.3326  0.0999
H35 1.9040 -4.3488 1.2818  0.1147
H36 0.3651 -3.9076 0.5039  0.0672
H37 0.3413 -3.6038 4.3648  0.1006
H38 2.3519 -0.4239 -0.5680  0.1273
H39 1.1740 -0.0812 -1.7965  0.1240
H40 -1.1685 -5.3448 -2.1328  0.1023
H41 -1.7184 -3.7164 -2.6014  0.0875
H42 -1.2242 -3.9919 -0.9471  0.0804

Computed properties:
ΔE to the lowest compared entry with this formula, charge and spin = 0.00 kcal per mole
spin multiplicity = 1
lowest unoccupied orbital energy = 0.25 eV
structure (SMILES) = CCCCCC[C@H]1[C@@H](N)OS(=O)(=O)[C@@](CCCOC(C)=O)(CCC(F)=C(F)F)[C@]1(CCCS(=O)(=O)O)CC(=O)OC(C)=O
frontier orbital gap = 9.42 eV
calculated total energy = -2994.21202 hartree



# 2
DFT (ωB97M-V with the def2-TZVPD basis set) results for a 2-piece molecular cluster, ClH2OPS overall at a distorted geometry.

Each line ends with the Löwdin spin population.
Cartesian coordinates (Å):
O1 0.0930 -1.5823 -0.5521  0.5797
P1 0.4046 -0.6807 0.5609  0.9585
S1 1.6706 0.8443 -0.3059  0.4054
Cl1 -2.7126 0.5202 -0.0767  0.0348
H1 -1.7541 -0.2689 -0.4572  0.0110
H2 2.2984 1.1675 0.8310  0.0106

Computed properties:
ΔE to the lowest compared entry with this formula, charge and spin = 1.23 kcal per mole
spin multiplicity = 3
lowest unoccupied orbital energy (alpha / beta) = 0.46 / -3.74 eV
frontier orbital gap (alpha / beta) = 8.08 / 7.03 eV
calculated total energy = -1276.08985 hartree



# 3
DFT (ωB97M-V with the def2-TZVPD basis set) results for a 2-piece molecular cluster, C6H9NO overall at a distorted geometry.

Each line ends with the natural charge from an NBO analysis.
Cartesian coordinates (Å):
C1 1.2094 1.3945 0.1142  0.0491
C2 2.4961 0.7737 0.1371  -0.2562
C3 2.5828 -0.5408 0.0330  -0.1748
C4 1.4302 -1.2243 0.0417  -0.2689
C5 0.2008 -0.5464 -0.0810  0.0284
C6 -2.5506 -0.3221 0.1428  -0.2839
H1 1.0681 2.4525 -0.1313  0.1943
H2 3.2271 1.6481 0.1069  0.2309
H3 3.5234 -1.0812 -0.3570  0.2214
H4 1.7462 -2.2030 0.0449  0.2257
H5 -0.7429 -1.1979 -0.0686  0.2134
H6 -3.7849 1.2113 -0.5443  0.4565
H7 -2.6285 -0.8294 1.1076  0.1706
H8 -2.4553 -0.8572 -0.7071  0.1468
H9 -1.6268 0.2788 0.2049  0.2119
N1 0.0705 0.7833 -0.0781  -0.4448
O1 -3.7656 0.2600 0.0342  -0.7205

Computed properties:
ΔE to the lowest compared entry with this formula, charge and spin = 89.17 kcal per mole
spin multiplicity = 1
lowest unoccupied orbital energy = 0.80 eV
structure (SMILES) = c1ccncc1.CO
frontier orbital gap = 10.13 eV
calculated total energy = -363.88214 hartree



# 4
DFT (ωB97M-V with the def2-TZVPD basis set) results for C3H4ClN3O in the gas phase at a distorted geometry.

Each line ends with the natural charge from an NBO analysis.
Cartesian coordinates (Å):
C1 -1.8147 0.6084 -0.1277  0.2876
C2 -0.9274 -1.5388 -0.0581  0.7357
C3 1.4533 0.9732 -0.0143  -0.4678
N1 -1.9806 -0.5993 -0.2174  -0.4791
N2 0.2357 -0.9815 0.4127  -0.4615
N3 0.4242 0.3102 0.7315  -0.2276
O1 -1.0779 -2.7122 -0.2640  -0.5640
Cl1 -2.5431 2.0393 -0.0867  0.1807
H1 1.4469 2.0183 0.2825  0.2163
H2 2.4344 0.5430 0.2197  0.1944
H3 1.3029 0.9084 -1.0985  0.1904
H4 1.0463 -1.5691 0.2203  0.3950

Computed properties:
ΔE to the lowest compared entry with this formula, charge and spin = 105.72 kcal per mole
spin multiplicity = 1
lowest unoccupied orbital energy (alpha / beta) = -0.52 / -0.27 eV
frontier orbital gap (alpha / beta) = 7.23 / 8.34 eV
calculated total energy = -816.27085 hartree



# 5
DFT (ωB97M-V with the def2-TZVPD basis set) results for C4H7NS in the gas phase at a distorted geometry.

Each line ends with the natural charge from an NBO analysis.
Cartesian coordinates (Å):
C1 1.0696 2.3503 -0.0814  -0.0448
C2 1.6198 0.9149 0.5562  -0.6237
C3 -0.4268 -0.7282 0.0977  -0.3762
C4 -1.6653 -1.2023 -0.5885  -0.6618
N1 -0.1144 2.6065 -0.1754  -0.2451
S1 1.1564 -0.4090 -0.4491  0.3970
H1 1.9097 2.9975 -0.4345  0.1973
H2 2.7230 1.2069 0.6174  0.2557
H3 0.9862 0.7323 1.3646  0.2398
H4 -0.4708 -0.5554 1.1656  0.1760
H5 -1.2600 -1.8080 -1.4966  0.2252
H6 -2.2657 -0.3700 -0.7138  0.2361
H7 -2.2946 -1.8172 0.0970  0.2244

Computed properties:
ΔE to the lowest compared entry with this formula, charge and spin = 108.19 kcal per mole
spin multiplicity = 1
lowest unoccupied orbital energy (alpha / beta) = 0.32 / -0.50 eV
frontier orbital gap (alpha / beta) = 9.18 / 6.71 eV
calculated total energy = -609.38608 hartree



Look up the spin multiplicity of the second one.
3